(1)
{"formula": "C40H76BClN3O3S", "method": "the ωB97M-V functional and the def2-TZVPD basis", "species": ["C", "C", "C", "C", "C", "C", "C", "C", "Cl", "N", "C", "B", "O", "O", "C", "C", "C", "C", "C", "S", "C", "N", "N", "C", "O", "H", "H", "H", "H", "H", "H", "H", "H", "H", "H", "H", "H", "H", "H", "H", "H", "H", "H", "H", "H", "C", "C", "C", "C", "C", "C", "H", "H", "H", "H", "H", "H", "H", "H", "H", "H", "H", "H", "H", "H", "C", "C", "C", "C", "C", "C", "H", "H", "H", "H", "H", "H", "H", "H", "H", "H", "H", "H", "H", "H", "C", "C", "C", "C", "C", "C", "H", "H", "H", "H", "H", "H", "H", "H", "H", "H", "H", "H", "H", "H", "C", "C", "C", "C", "C", "C", "H", "H", "H", "H", "H", "H", "H", "H", "H", "H", "H", "H", "H", "H"], "coordinates": [[0.56, -1.67, 7.18], [0.02, -1.30, 6.15], [-0.78, -0.50, 5.13], [-1.72, -1.16, 4.19], [-2.48, -0.36, 3.17], [-3.41, -1.17, 2.20], [-4.49, -0.31, 1.42], [-4.42, -0.46, -0.16], [-4.91, -2.14, -0.71], [-2.30, 1.02, 3.11], [-1.43, 1.73, 3.97], [-1.26, 3.35, 3.81], [-1.86, 4.23, 4.72], [-0.44, 3.78, 2.74], [-0.64, 1.01, 4.99], [0.36, 1.76, 5.93], [1.71, 2.24, 5.22], [2.36, 1.18, 4.24], [3.19, 2.03, 3.14], [4.73, 1.08, 2.68], [6.05, 1.96, 3.61], [7.23, 2.44, 3.15], [7.81, 3.00, 4.27], [7.01, 2.84, 5.36], [5.83, 2.16, 4.97], [1.23, -2.23, 7.87], [-1.86, -2.27, 4.25], [-2.73, -1.73, 1.48], [-3.93, -1.98, 2.80], [-4.49, 0.79, 1.65], [-5.51, -0.70, 1.72], [-5.13, 0.30, -0.59], [-3.39, -0.24, -0.58], [-2.79, 1.59, 2.41], [-1.16, 4.76, 5.15], [0.18, 3.04, 2.56], [0.61, 1.14, 6.84], [-0.15, 2.70, 6.32], [2.46, 2.41, 6.06], [1.55, 3.25, 4.75], [3.12, 0.53, 4.76], [1.63, 0.56, 3.65], [2.59, 2.07, 2.18], [3.42, 3.07, 3.50], [7.22, 3.16, 6.41], [8.38, -0.84, 3.43], [8.97, -0.36, 4.75], [10.49, -0.24, 4.73], [11.24, -1.55, 4.50], [10.94, -2.67, 5.51], [11.34, -2.31, 6.93], [8.74, -1.85, 3.18], [7.29, -0.88, 3.49], [8.65, -0.17, 2.62], [8.64, -1.03, 5.56], [8.55, 0.62, 4.98], [10.82, 0.20, 5.68], [10.78, 0.47, 3.95], [12.32, -1.34, 4.52], [11.03, -1.92, 3.49], [11.49, -3.56, 5.21], [9.88, -2.93, 5.48], [12.41, -2.08, 7.00], [11.13, -3.14, 7.61], [10.78, -1.44, 7.30], [-5.45, 3.95, -5.58], [-5.36, 2.54, -6.16], [-6.21, 1.52, -5.40], [-5.81, 1.30, -3.94], [-4.37, 0.86, -3.71], [-4.05, -0.49, -4.35], [-5.07, 3.99, -4.56], [-4.84, 4.63, -6.18], [-6.48, 4.31, -5.59], [-4.31, 2.22, -6.19], [-5.70, 2.57, -7.20], [-6.17, 0.56, -5.93], [-7.26, 1.84, -5.43], [-6.48, 0.55, -3.50], [-5.99, 2.22, -3.37], [-4.18, 0.79, -2.64], [-3.67, 1.62, -4.09], [-4.70, -1.27, -3.95], [-3.01, -0.77, -4.13], [-4.16, -0.47, -5.43], [-8.24, -1.90, -5.68], [-7.86, -3.36, -5.48], [-6.35, -3.61, -5.64], [-5.78, -3.31, -7.02], [-6.44, -4.06, -8.18], [-6.27, -5.57, -8.08], [-8.00, -1.55, -6.69], [-9.31, -1.77, -5.53], [-7.72, -1.26, -4.97], [-8.42, -3.99, -6.18], [-8.16, -3.66, -4.48], [-6.15, -4.66, -5.38], [-5.81, -3.01, -4.90], [-4.71, -3.54, -7.01], [-5.86, -2.23, -7.22], [-5.98, -3.72, -9.12], [-7.50, -3.81, -8.25], [-5.21, -5.85, -8.06], [-6.73, -6.06, -8.95], [-6.75, -5.98, -7.19], [-0.92, 0.94, -0.92], [0.03, 0.13, -1.80], [1.44, 0.02, -1.21], [2.18, 1.35, -1.04], [2.35, 2.17, -2.32], [3.18, 1.46, -3.38], [-0.59, 1.97, -0.80], [-1.91, 0.96, -1.37], [-1.01, 0.49, 0.07], [0.07, 0.57, -2.80], [-0.37, -0.88, -1.92], [2.03, -0.65, -1.84], [1.38, -0.47, -0.23], [3.17, 1.14, -0.62], [1.66, 1.96, -0.30], [2.84, 3.11, -2.07], [1.37, 2.43, -2.74], [4.18, 1.23, -3.01], [3.29, 2.10, -4.26], [2.71, 0.53, -3.71]], "lowdin_charge": [0.15, -0.06, -0.08, 0.08, -0.11, -0.12, -0.23, -0.57, 0.54, 0.16, 0.02, -0.51, 0.15, 0.15, -0.07, -0.13, -0.18, -0.23, -0.44, 0.91, -0.59, 0.05, 0.01, -0.11, -0.04, 0.08, 0.14, 0.14, 0.14, 0.10, 0.12, 0.09, 0.05, 0.16, 0.13, 0.10, 0.11, 0.13, 0.13, 0.11, 0.10, 0.10, 0.06, 0.09, 0.14, -0.11, -0.27, -0.22, -0.23, -0.27, -0.11, 0.07, 0.05, 0.08, 0.10, 0.07, 0.10, 0.11, 0.11, 0.10, 0.11, 0.10, 0.08, 0.07, 0.06, -0.11, -0.27, -0.23, -0.22, -0.27, -0.10, 0.06, 0.07, 0.08, 0.10, 0.11, 0.09, 0.12, 0.10, 0.10, 0.06, 0.10, 0.05, 0.07, 0.07, -0.11, -0.26, -0.22, -0.23, -0.27, -0.11, 0.07, 0.07, 0.06, 0.10, 0.10, 0.10, 0.09, 0.11, 0.09, 0.11, 0.10, 0.08, 0.07, 0.07, -0.11, -0.25, -0.22, -0.24, -0.27, -0.10, 0.07, 0.05, 0.06, 0.11, 0.11, 0.11, 0.10, 0.11, 0.08, 0.11, 0.10, 0.08, 0.07, 0.07], "orbital_gap_ev": 6.6, "homo_ev": -11.28, "lumo_ev": -4.705, "charge": 1}

(2)
{"formula": "C9H12NO2", "method": "the ωB97M-V functional and the def2-TZVPD basis", "species": ["C", "C", "C", "C", "C", "C", "C", "C", "C", "N", "O", "O", "H", "H", "H", "H", "H", "H", "H", "H", "H", "H", "H", "H"], "coordinates": [[-0.29, -2.79, 0.48], [-1.82, -1.48, 2.00], [-0.67, -1.60, 0.97], [0.19, -0.34, 0.76], [-0.44, -0.17, -0.60], [1.63, -0.60, 1.04], [-0.25, 0.88, 1.62], [-1.73, 0.37, -0.86], [0.38, -0.63, -1.84], [-0.11, -3.75, -0.19], [-1.69, -2.18, 2.99], [-2.67, -0.64, 1.73], [1.73, -0.79, 2.04], [2.41, 0.11, 0.65], [1.99, -1.50, 0.56], [0.18, 1.84, 1.27], [-0.05, 0.78, 2.72], [-1.35, 1.02, 1.31], [-2.15, -0.19, -1.76], [-1.69, 1.47, -0.89], [-2.49, -0.03, -0.04], [0.57, -1.78, -1.81], [1.31, -0.18, -1.92], [-0.22, -0.46, -2.79]], "lowdin_charge": [-0.27, -0.73, -0.10, -0.49, -0.23, -0.05, -0.04, -0.11, -0.04, 0.11, 0.01, -0.06, 0.06, 0.10, 0.07, 0.08, 0.10, 0.08, 0.10, 0.09, 0.11, 0.10, 0.03, 0.08], "orbital_gap_ev": [7.3, 7.3], "homo_ev": [-3.81, -3.81], "e_above_lowest_kcal_mol": 48.9, "lumo_ev": [3.447, 3.447], "charge": -1}

(3)
{"formula": "C6H8BrO2", "method": "the ωB97M-V functional and the def2-TZVPD basis", "species": ["C", "C", "C", "C", "C", "C", "O", "O", "Br", "H", "H", "H", "H", "H", "H", "H", "H"], "coordinates": [[0.61, -2.75, 0.00], [-0.20, -1.63, 0.45], [-1.46, -0.35, -0.85], [-0.20, -0.25, -0.07], [1.02, 0.09, -0.88], [-0.41, 0.83, 1.11], [1.16, -3.19, 1.05], [0.69, -3.11, -1.19], [-3.18, -0.50, 0.03], [-0.79, -1.85, 1.36], [-1.31, -1.17, -1.57], [1.83, -0.64, -0.81], [1.26, 1.12, -0.68], [0.63, -0.04, -1.82], [0.47, 0.69, 1.62], [-1.32, 0.61, 1.74], [-0.55, 1.74, 0.61]], "lowdin_charge": [-0.76, 0.04, -0.50, -0.70, -0.02, -0.06, -0.04, -0.03, 0.55, 0.13, 0.04, 0.10, 0.08, 0.04, 0.05, 0.05, 0.05], "orbital_gap_ev": [7.0, 6.8], "homo_ev": [-3.88, -3.65], "e_above_lowest_kcal_mol": 54.3, "lumo_ev": [3.151, 3.144], "charge": -1}

Going through the records in order, we get energy values of -77351.6543; -15111.0818; -80487.5706 eV.
Going through the records in order, we get maximum force values of 4.334; 4.831; 4.356 eV Å⁻¹.